Density functional theory data (ωB97M-V with the def2-TZVPD basis set) for 2 unconnected molecules or ions with the total composition CIO2 at a distorted geometry.

```
! wB97M-V def2-TZVPD RIJCOSX def2/J DEFGRID3
* xyz -1 1
C -0.156 -0.225 -0.029
O -0.671 -1.278 0.018
O -1.155 1.502 0.013
I 1.982 0.002 -0.001
*
```

Results
ΔE to the lowest compared entry with this formula, charge and spin ... 5.377 eV
Calculated total energy ... -486.20290 Eh
Lowest unoccupied orbital energy ... 3.0835 eV
Strongest force on any atom ... 5.6 eV Å⁻¹



Density functional theory data (ωB97M-V with the def2-TZVPD basis set) for 3 unconnected molecules or ions with the total composition C10H21BrNO3S.

```
! wB97M-V def2-TZVPD RIJCOSX def2/J DEFGRID3
* xyz 1 1
O -4.275 2.234 -0.832
C -3.673 1.233 -0.994
Br -4.541 -0.463 -1.212
C -2.183 1.231 -1.178
N -1.450 0.002 -0.750
S -1.664 -0.626 0.910
H -1.713 2.070 -0.680
H -2.013 1.359 -2.250
H -1.591 -0.769 -1.408
H -0.456 0.250 -0.784
H -2.705 0.105 1.328
C 0.857 -4.597 2.073
C 1.092 -5.423 0.808
C 0.262 -4.668 -0.219
O 0.291 -3.286 0.185
C 0.828 -3.188 1.504
H 1.625 -4.727 2.832
H -0.108 -4.849 2.517
H 2.147 -5.399 0.534
H 0.789 -6.464 0.903
H -0.777 -5.010 -0.227
H 0.661 -4.744 -1.230
H 1.834 -2.762 1.437
H 0.206 -2.507 2.089
C 2.099 4.090 -1.075
C 1.484 4.831 0.113
C 0.096 4.214 0.186
O 0.244 2.855 -0.280
C 1.539 2.689 -0.887
H 3.186 4.104 -1.082
H 1.747 4.520 -2.014
H 2.044 4.614 1.024
H 1.450 5.909 -0.017
H -0.608 4.735 -0.469
H -0.313 4.194 1.195
H 2.167 2.095 -0.218
H 1.421 2.149 -1.830
*
```

Results
Calculated total energy ... -3645.99707 Eh
Lowest unoccupied orbital energy ... -3.9846 eV
Strongest force on any atom ... 0.8 eV Å⁻¹



Density functional theory data (ωB97M-V with the def2-TZVPD basis set) for a molecular structure, C23H26Br4N8O5S2Zr at a distorted geometry.

```
! wB97M-V def2-TZVPD RIJCOSX def2/J DEFGRID3
* xyz 2 1
Zr -0.492 -0.318 -0.071
C 0.766 5.099 -0.604
N -0.049 3.947 -0.993
C -1.027 4.173 -2.057
C 0.035 2.778 -0.400
O -0.685 1.798 -0.717
C 1.047 2.575 0.716
O 0.460 1.567 1.529
C 1.319 0.906 2.449
C 0.599 -0.409 2.743
O -0.457 -0.633 2.098
N 1.053 -1.220 3.668
C 2.305 -0.993 4.382
C 0.316 -2.451 3.974
H 0.607 5.891 -1.328
H 0.479 5.475 0.379
H 1.828 4.854 -0.599
H -1.732 4.943 -1.744
H -0.521 4.506 -2.962
H -1.568 3.255 -2.262
H 1.984 2.213 0.282
H 1.228 3.479 1.298
H 2.307 0.739 2.015
H 1.420 1.497 3.362
H 2.482 0.066 4.557
H 2.254 -1.492 5.345
H 3.146 -1.407 3.822
H -0.262 -2.761 3.110
H 1.021 -3.235 4.239
H -0.360 -2.281 4.813
N -0.964 -3.163 -2.406
C -2.072 -2.737 -1.771
N -2.152 -1.649 -1.018
C -3.464 -1.440 -0.595
C -4.358 -2.357 -1.019
S -3.586 -3.548 -1.991
C -3.723 -0.282 0.240
C -4.936 0.184 0.608
S -4.771 1.568 1.614
C -3.047 1.449 1.456
N -2.634 0.448 0.714
N -2.236 2.356 2.044
H -0.089 -2.877 -2.002
H -0.976 -4.099 -2.778
H -5.413 -2.415 -0.810
H -5.905 -0.208 0.350
H -2.644 2.979 2.721
H -1.264 2.107 2.155
Br 6.055 -2.568 -0.939
C 4.202 -2.505 -0.604
C 3.461 -3.680 -0.469
Br 4.302 -5.362 -0.597
C 2.088 -3.610 -0.223
Br 1.013 -5.156 -0.065
C 1.452 -2.382 -0.087
O 0.138 -2.210 0.100
C 2.199 -1.201 -0.235
O 1.493 -0.061 -0.172
C 3.557 -1.273 -0.491
Br 4.466 0.373 -0.699
N -0.538 0.166 -4.551
C 0.816 0.280 -4.365
C 1.023 0.064 -3.039
N -0.186 -0.195 -2.421
C -1.102 -0.123 -3.371
H -1.017 0.254 -5.432
H 1.509 0.502 -5.156
H 1.958 0.082 -2.508
H -2.160 -0.276 -3.235
*
```

Results
ΔE to the lowest compared entry with this formula, charge and spin ... 0.973 eV
Calculated total energy ... -12845.60864 Eh
Lowest unoccupied orbital energy ... -4.7999 eV
Strongest force on any atom ... 2.1 eV Å⁻¹



Density functional theory data (ωB97M-V with the def2-TZVPD basis set) for 2 unconnected molecules or ions with the total composition C29H30O5 at a distorted geometry.

```
! wB97M-V def2-TZVPD RIJCOSX def2/J DEFGRID3
* xyz 0 1
C -3.489 2.965 -5.422
O -2.370 3.054 -4.518
C -1.854 1.900 -4.013
C -1.013 2.014 -2.882
C -0.573 0.863 -2.257
C -0.773 -0.395 -2.820
C -0.195 -1.632 -2.124
C -0.852 -1.797 -0.821
C -2.286 -2.170 -1.007
O -2.810 -2.387 -2.081
O -3.010 -2.407 0.131
C -2.384 -2.022 1.386
C -2.400 -0.515 1.556
C -3.221 -2.781 2.430
O -1.056 -2.574 1.417
C -0.384 -2.709 0.195
O 0.467 -3.565 0.068
C -1.576 -0.510 -3.961
C -2.143 0.612 -4.544
H -3.690 4.002 -5.687
H -3.236 2.387 -6.319
H -4.362 2.526 -4.921
H -0.767 2.994 -2.482
H -0.072 0.948 -1.298
H -0.416 -2.505 -2.757
H 0.889 -1.533 -2.001
H -1.673 -0.020 0.902
H -3.414 -0.163 1.323
H -2.163 -0.257 2.593
H -3.016 -3.857 2.359
H -2.972 -2.439 3.438
H -4.283 -2.610 2.229
H -1.819 -1.495 -4.360
H -2.823 0.496 -5.394
C 0.915 5.422 1.145
C 1.289 3.963 1.050
C 1.835 3.463 -0.140
C 1.840 2.100 -0.392
C 1.384 1.160 0.590
C 1.270 -0.254 0.312
C 1.920 -1.165 1.216
C 3.126 -1.815 0.839
C 3.909 -2.449 1.782
C 3.518 -2.500 3.133
C 4.406 -3.204 4.119
C 2.273 -1.962 3.499
C 1.464 -1.372 2.537
C 1.087 1.684 1.873
C 0.997 3.054 2.078
H 0.718 5.731 2.179
H 1.685 6.100 0.754
H 0.009 5.607 0.540
H 2.221 4.174 -0.878
H 2.196 1.721 -1.357
H 1.391 -0.492 -0.743
H 3.447 -1.767 -0.200
H 4.875 -2.875 1.503
H 4.330 -2.783 5.130
H 4.162 -4.280 4.159
H 5.457 -3.103 3.815
H 1.944 -1.972 4.545
H 0.466 -1.029 2.802
H 0.906 0.996 2.689
H 0.696 3.428 3.060
*
```

Results
ΔE to the lowest compared entry with this formula, charge and spin ... 2.605 eV
Calculated total energy ... -1499.15188 Eh
Lowest unoccupied orbital energy ... -2.3414 eV
Strongest force on any atom ... 2.0 eV Å⁻¹



> Which of these has the lowest lowest unoccupied orbital energy?

C23H26Br4N8O5S2Zr



Please write out number 3 again, unchanged.
Density functional theory data (ωB97M-V with the def2-TZVPD basis set) for a molecular structure, C23H26Br4N8O5S2Zr at a distorted geometry.

```
! wB97M-V def2-TZVPD RIJCOSX def2/J DEFGRID3
* xyz 2 1
Zr -0.492 -0.318 -0.071
C 0.766 5.099 -0.604
N -0.049 3.947 -0.993
C -1.027 4.173 -2.057
C 0.035 2.778 -0.400
O -0.685 1.798 -0.717
C 1.047 2.575 0.716
O 0.460 1.567 1.529
C 1.319 0.906 2.449
C 0.599 -0.409 2.743
O -0.457 -0.633 2.098
N 1.053 -1.220 3.668
C 2.305 -0.993 4.382
C 0.316 -2.451 3.974
H 0.607 5.891 -1.328
H 0.479 5.475 0.379
H 1.828 4.854 -0.599
H -1.732 4.943 -1.744
H -0.521 4.506 -2.962
H -1.568 3.255 -2.262
H 1.984 2.213 0.282
H 1.228 3.479 1.298
H 2.307 0.739 2.015
H 1.420 1.497 3.362
H 2.482 0.066 4.557
H 2.254 -1.492 5.345
H 3.146 -1.407 3.822
H -0.262 -2.761 3.110
H 1.021 -3.235 4.239
H -0.360 -2.281 4.813
N -0.964 -3.163 -2.406
C -2.072 -2.737 -1.771
N -2.152 -1.649 -1.018
C -3.464 -1.440 -0.595
C -4.358 -2.357 -1.019
S -3.586 -3.548 -1.991
C -3.723 -0.282 0.240
C -4.936 0.184 0.608
S -4.771 1.568 1.614
C -3.047 1.449 1.456
N -2.634 0.448 0.714
N -2.236 2.356 2.044
H -0.089 -2.877 -2.002
H -0.976 -4.099 -2.778
H -5.413 -2.415 -0.810
H -5.905 -0.208 0.350
H -2.644 2.979 2.721
H -1.264 2.107 2.155
Br 6.055 -2.568 -0.939
C 4.202 -2.505 -0.604
C 3.461 -3.680 -0.469
Br 4.302 -5.362 -0.597
C 2.088 -3.610 -0.223
Br 1.013 -5.156 -0.065
C 1.452 -2.382 -0.087
O 0.138 -2.210 0.100
C 2.199 -1.201 -0.235
O 1.493 -0.061 -0.172
C 3.557 -1.273 -0.491
Br 4.466 0.373 -0.699
N -0.538 0.166 -4.551
C 0.816 0.280 -4.365
C 1.023 0.064 -3.039
N -0.186 -0.195 -2.421
C -1.102 -0.123 -3.371
H -1.017 0.254 -5.432
H 1.509 0.502 -5.156
H 1.958 0.082 -2.508
H -2.160 -0.276 -3.235
*
```

Results
ΔE to the lowest compared entry with this formula, charge and spin ... 0.973 eV
Calculated total energy ... -12845.60864 Eh
Lowest unoccupied orbital energy ... -4.7999 eV
Strongest force on any atom ... 2.1 eV Å⁻¹



> Which value of lowest unoccupied orbital energy does entry 2 give?

-3.9846 eV



> Which value of lowest unoccupied orbital energy does entry 1 give?

3.0835 eV